1.
ORCA calculation (ωB97M-V/def2-TZVPD) on a structure of composition C4H5N3 in a non-equilibrium geometry.

As for the HOMO energy: -0.32088 hartree. As for the calculated total energy: -8693.993 eV. The calculation puts the HOMO-LUMO gap at 9.341 eV. The strongest force on any atom is 0.138 hartree/bohr.

ORCA input file:
```
! RIJCOSX wB97M-V def2-TZVPD def2/J DEFGRID3
* xyz 0 1
N -1.985 0.109 0.066
C 0.147 -0.288 -0.677
H 1.661 -1.020 0.703
N -0.726 -1.152 -1.320
N -2.077 -0.716 -0.970
C 0.278 0.965 1.122
H 0.037 1.036 2.120
H -0.701 -1.951 -2.086
H 2.027 0.792 -0.174
H 0.760 2.016 0.871
C 1.259 -0.115 0.167
C -0.680 0.323 0.179
*
```



2.
ORCA calculation (ωB97M-V/def2-TZVPD) on an isolated molecule of H2N2O3S in a non-equilibrium geometry.

As for the HOMO energy: -0.37768 hartree. As for the calculated total energy: -19986.271 eV. The calculation puts the HOMO-LUMO gap at 10.029 eV. The strongest force on any atom is 0.055 hartree/bohr.

ORCA input file:
```
! RIJCOSX wB97M-V def2-TZVPD def2/J DEFGRID3
* xyz 0 1
S -1.205 1.207 0.517
N -2.897 -0.757 -0.026
H -0.335 0.170 -1.418
O -2.747 0.439 0.717
N -0.260 0.094 -0.353
O -1.428 2.226 -0.502
O -3.991 -0.983 -0.433
H 0.691 -0.143 -0.089
*
```



3.
ORCA calculation (ωB97M-V/def2-TZVPD) on a cluster of 14 separate species, C67H144F9N11O18S3 in total in a non-equilibrium geometry.

As for the HOMO energy: -0.24880 hartree. As for the calculated total energy: -181976.551 eV. The calculation puts the HOMO-LUMO gap at 2.449 eV. The strongest force on any atom is 0.111 hartree/bohr.

ORCA input file:
```
! RIJCOSX wB97M-V def2-TZVPD def2/J DEFGRID3
* xyz 2 1
N 13.512 -3.202 1.948
F 7.894 -16.551 -4.264
H 27.992 -10.990 1.836
C 32.770 -12.256 1.349
N 19.129 -15.851 -13.601
H 10.112 -2.876 -0.604
O 14.670 -5.511 -7.762
H 10.137 -8.774 -12.643
O 9.087 -10.488 4.684
H 22.737 -17.437 2.878
H 26.939 -11.559 0.354
H 8.953 -7.240 -10.632
N 12.082 -14.507 -11.069
H 28.003 -9.481 -2.193
H 6.259 -4.471 -13.205
H 17.518 -14.930 -14.799
H 30.018 -16.054 -11.905
H 10.748 -7.321 -10.748
H 11.653 -3.495 -1.377
S 8.510 -9.214 4.181
H 21.237 -15.877 -14.303
O 11.482 -14.002 -10.083
F 19.681 -11.054 4.326
O 23.277 -8.826 -7.663
H 18.701 -17.233 -16.236
C 18.411 -15.537 -14.946
H 14.115 -4.663 0.484
C 8.499 -5.710 -13.099
H 29.629 -10.181 -2.507
H 30.993 -12.959 -10.612
N 31.053 -15.130 -10.341
H 11.394 -3.002 2.128
H 10.062 -5.732 -10.737
H 19.191 -17.753 -12.520
H 12.927 -1.763 -0.239
H 14.413 -3.789 5.009
N 29.064 -11.603 0.153
H 8.257 -4.150 -11.438
H 20.125 -13.261 -13.083
H 30.842 -14.624 -12.396
H 32.657 -15.802 -13.203
C 8.536 -9.396 2.160
H 15.609 -4.256 3.883
C 14.259 -10.573 -3.705
C 14.482 -3.710 0.865
H 16.806 -13.258 -4.020
H 30.766 -17.152 -9.664
F 19.926 -9.067 3.612
C 27.007 -18.697 6.702
F 9.838 -9.202 1.857
C 18.104 -12.496 -5.373
C 28.994 -16.064 -9.013
O 23.964 -10.738 -7.916
H 16.038 -2.112 3.120
H 15.044 -1.588 4.366
H 18.051 -12.214 -6.425
H 13.794 -13.600 -5.066
F 8.232 -10.691 1.775
H 29.879 -12.528 -1.425
H 11.566 -5.395 -12.260
O 14.177 -3.393 -7.538
H 18.938 -15.651 -11.568
H 17.410 -15.918 -12.392
C 16.748 -13.041 -5.087
H 16.453 -13.862 -5.740
H 32.924 -15.009 -9.201
O 9.240 -8.000 4.578
O 14.469 -4.573 -5.833
H 28.051 -18.669 7.016
C 15.310 -11.714 -6.681
C 23.640 -16.912 2.568
F 6.455 -17.595 -3.109
H 26.979 -11.641 -1.893
F 20.973 -10.572 2.543
H 27.185 -18.127 4.604
H 28.274 -9.620 0.128
C 28.375 -17.156 -8.095
C 26.151 -19.776 7.293
H 22.643 -13.504 -13.230
C 10.711 -7.654 -14.526
C 32.617 -15.010 -10.247
C 12.123 -3.089 1.324
H 12.622 -12.001 -3.552
C 27.781 -11.697 1.034
C 14.317 -12.800 -4.542
C 6.969 -3.654 -13.080
H 24.347 -2.581 -3.375
H 10.241 -7.029 -15.285
H 14.094 -9.550 -4.044
C 18.354 -15.375 -12.446
C 14.687 -3.679 3.959
H 16.951 -16.770 -15.941
H 32.366 -12.659 2.278
C 28.055 -11.647 -2.068
H 21.054 -15.644 -12.761
H 8.812 -8.223 -13.476
H 18.231 -14.297 -12.548
H 33.095 -17.091 -10.445
H 26.191 -20.415 3.091
H 25.729 -19.627 8.287
H 9.223 -3.765 -12.759
H 15.385 -12.640 -7.251
H 24.519 -18.928 2.414
N 14.466 -4.496 -7.056
H 24.002 -19.530 6.668
H 16.078 -10.132 -4.828
C 17.937 -17.878 -14.348
H 7.097 -3.209 -14.067
H 10.691 -4.925 -13.668
C 25.493 -20.643 3.896
H 28.781 -15.204 -8.378
N 15.559 -12.075 -5.156
H 34.186 -16.219 -11.405
H 16.170 -11.079 -6.894
C 31.648 -11.839 0.383
C 9.853 -6.763 -11.020
O 17.256 -11.166 2.814
H 20.214 -17.680 -13.970
N 9.751 -6.550 -12.586
H 12.840 -11.441 -5.161
C 11.803 -6.813 -13.882
H 22.583 -14.015 -14.909
H 33.383 -13.077 0.978
C 30.237 -12.013 1.057
C 24.929 -19.984 6.317
H 11.269 -8.476 -14.976
N 25.388 -19.471 4.908
H 30.530 -13.615 -8.995
N 22.190 -2.782 -3.303
H 26.855 -20.608 7.284
H 29.986 -9.698 -0.187
H 12.392 -7.339 -13.131
O 11.928 -15.694 -11.361
O 8.411 -19.642 -3.093
F 7.527 -16.002 -2.198
O 12.728 -13.788 -11.833
H 23.794 -15.986 3.123
H 11.428 -1.260 0.710
C 33.142 -16.215 -11.091
H 22.577 -4.935 -1.230
C 11.998 -2.065 0.244
C 30.958 -15.517 -11.781
H 25.840 -21.572 4.349
H 12.640 -3.995 3.720
H 21.285 -2.273 -1.290
H 8.282 -5.923 -14.146
H 21.093 1.291 -3.659
H 33.452 -11.413 1.449
H 28.391 -13.514 -1.087
C 22.729 -0.181 -3.291
H 27.468 -16.723 -7.672
H 20.972 -4.386 -0.746
O 18.901 -11.619 1.022
C 7.637 -17.008 -3.055
C 28.831 -12.518 -1.126
H 27.697 -12.733 1.360
C 14.015 -1.814 2.479
C 13.386 -11.633 -4.237
H 14.735 -13.184 -3.611
C 30.480 -16.173 -9.280
H 7.715 -6.336 -12.675
H 21.841 -1.294 -4.891
C 28.697 -10.286 -1.952
H 24.688 -17.457 5.194
H 14.320 -11.269 -6.792
C 20.566 -15.294 -13.671
H 22.783 -0.199 -2.203
C 10.999 -5.802 -13.098
C 11.144 -2.665 -0.886
S 18.344 -10.612 1.991
O 10.129 -17.905 -2.830
O 24.499 -9.239 -9.306
H 19.394 -14.289 -5.759
C 8.295 -4.286 -12.519
H 20.071 -5.263 -2.640
H 30.154 -11.290 1.868
H 31.881 -10.866 -0.049
O 17.987 -9.312 1.392
H 23.747 -4.267 -3.380
H 6.479 -3.036 -12.327
H 32.089 -17.293 -12.644
H 14.582 -1.263 1.728
C 15.626 -10.880 -4.177
H 22.595 2.014 -3.323
N 23.926 -9.613 -8.281
H 27.530 -19.895 4.979
H 31.010 -16.097 -8.331
H 13.682 -5.206 2.908
H 20.187 -13.137 -4.764
C 22.160 1.157 -3.837
H 14.199 -10.524 -2.617
H 21.679 -5.733 -3.371
C 15.033 -2.268 3.514
C 22.063 -13.431 -14.150
H 29.090 -17.550 -7.374
C 21.058 -3.723 -3.791
C 29.033 -10.169 -0.430
H 23.480 -3.336 -4.854
H 16.352 -11.212 -3.434
H 20.867 -1.353 -3.374
H 28.099 -18.063 -8.633
C 26.934 -19.008 5.194
C 21.071 -4.942 -2.931
H 22.429 1.335 -4.879
C 19.223 -17.462 -13.570
O 7.068 -9.108 4.412
C 20.664 -13.788 -13.870
H 18.296 -11.529 -4.909
C 13.545 -4.149 3.133
H 14.592 -3.030 0.021
C 21.868 -1.311 -3.801
H 29.416 -13.739 -10.320
C 30.478 -13.756 -10.075
H 24.549 -21.004 6.269
H 12.037 -4.096 0.916
H 12.524 -6.288 -14.510
H 15.458 -3.758 1.348
C 32.243 -16.267 -12.309
C 21.675 -4.430 -1.577
H 23.757 -0.171 -3.653
H 25.698 -17.704 2.613
F 7.698 -8.561 1.548
H 23.464 -16.630 1.530
H 21.974 -12.427 -14.565
H 21.196 -3.909 -4.856
H 20.219 -13.588 -14.845
H 26.670 -17.667 6.825
H 18.995 -14.967 -15.669
H 23.755 -18.829 4.558
H 28.300 -16.072 -9.854
H 32.943 -14.080 -10.711
H 24.513 -20.881 3.482
H 17.895 -18.931 -14.627
H 20.102 -3.225 -3.629
O 8.774 -18.598 -0.937
C 17.955 -16.873 -15.528
H 22.894 -2.615 -1.256
C 23.594 -3.261 -3.772
H 31.544 -12.439 -0.521
H 18.942 -14.055 -4.070
C 9.840 -7.929 -13.264
S 8.829 -18.434 -2.408
C 24.635 -18.206 4.403
H 11.210 -1.997 -1.744
C 19.200 -13.537 -4.994
H 28.099 -12.048 -3.081
H 13.082 -1.354 2.804
C 24.686 -17.974 2.915
H 17.101 -17.701 -13.673
C 19.860 -10.309 3.287
C 21.995 -2.941 -1.778
H 29.902 -12.935 1.533
*
```